1.
{"formula": "C27H72O27S9", "method": "wB97M-V/def2-TZVPD", "symbols": ["O", "S", "O", "O", "C", "C", "C", "H", "H", "H", "H", "H", "H", "H", "H", "O", "S", "O", "O", "C", "C", "C", "H", "H", "H", "H", "H", "H", "H", "H", "O", "S", "O", "O", "C", "C", "C", "H", "H", "H", "H", "H", "H", "H", "H", "O", "S", "O", "O", "C", "C", "C", "H", "H", "H", "H", "H", "H", "H", "H", "O", "S", "O", "O", "C", "C", "C", "H", "H", "H", "H", "H", "H", "H", "H", "O", "S", "O", "O", "C", "C", "C", "H", "H", "H", "H", "H", "H", "H", "H", "O", "S", "O", "O", "C", "C", "C", "H", "H", "H", "H", "H", "H", "H", "H", "O", "S", "O", "O", "C", "C", "C", "H", "H", "H", "H", "H", "H", "H", "H", "O", "S", "O", "O", "C", "C", "C", "H", "H", "H", "H", "H", "H", "H", "H"], "positions_angstrom": [[24.8069, 12.7406, 6.4043], [23.9060, 13.7810, 6.7564], [23.4411, 14.0634, 8.0627], [24.5694, 15.1391, 6.2861], [25.5745, 15.1412, 5.2335], [26.9399, 15.0960, 5.8650], [22.5061, 13.6374, 5.6651], [25.3588, 16.0661, 4.6987], [25.4136, 14.3404, 4.5072], [27.6721, 14.7683, 5.1258], [26.9878, 14.3163, 6.6224], [27.2117, 16.0297, 6.3437], [22.2790, 12.5792, 5.7922], [22.7607, 13.8419, 4.6332], [21.7132, 14.2152, 6.1232], [31.8412, 14.9904, 9.9779], [31.4495, 15.9589, 9.0093], [31.9665, 16.0407, 7.6965], [29.8245, 15.9408, 8.8099], [28.9787, 15.4749, 9.9021], [27.5757, 15.4237, 9.2692], [31.4811, 17.5971, 9.7433], [29.0277, 16.1716, 10.7516], [29.3362, 14.5210, 10.2969], [26.8429, 15.6229, 10.0600], [27.3813, 14.4219, 8.9077], [27.4748, 16.2641, 8.5949], [31.1998, 17.4945, 10.7847], [30.8357, 18.2047, 9.1242], [32.5246, 17.8973, 9.6630], [28.3445, 15.6307, 2.8133], [28.5628, 15.2638, 1.4469], [29.6038, 14.3633, 1.1197], [27.2126, 14.6945, 0.8263], [26.9197, 13.3008, 1.1512], [25.4464, 13.2295, 1.4327], [28.7179, 16.7908, 0.5490], [27.4510, 13.0293, 2.0696], [27.3069, 12.6608, 0.3620], [25.1278, 13.8133, 2.3039], [25.1225, 12.2339, 1.7646], [24.7831, 13.5664, 0.6342], [29.7876, 16.8418, 0.3489], [28.3051, 17.5689, 1.1742], [28.2643, 16.6557, -0.4302], [20.7882, 10.3816, 4.7184], [19.7127, 11.1602, 5.2360], [19.8046, 12.2270, 6.1582], [18.9911, 11.7913, 3.9264], [18.3148, 10.8762, 3.0313], [18.7824, 11.2014, 1.6309], [18.4795, 9.9991, 5.7988], [17.2596, 11.1510, 3.1218], [18.3955, 9.8328, 3.3077], [18.3763, 12.1000, 1.1751], [18.5586, 10.3857, 0.9390], [19.8688, 11.2630, 1.7202], [18.7269, 9.8736, 6.8501], [18.4476, 9.1264, 5.1659], [17.5189, 10.5155, 5.7352], [23.5373, 20.7099, 4.0377], [24.5485, 20.1186, 3.2407], [25.6177, 19.3879, 3.8224], [23.8160, 19.2005, 2.1794], [24.6290, 18.4411, 1.2615], [25.0425, 17.0860, 1.8223], [25.1530, 21.4575, 2.2338], [25.5634, 19.0053, 1.1427], [24.1279, 18.3458, 0.3026], [25.6666, 17.2658, 2.6976], [25.6264, 16.5481, 1.0776], [24.1933, 16.4767, 2.1356], [26.0487, 21.2611, 1.6499], [25.3397, 22.2470, 2.9562], [24.3617, 21.7247, 1.5384], [15.8787, 12.3826, 5.1075], [15.4274, 13.7352, 5.1204], [14.3530, 14.1691, 5.9346], [16.7203, 14.6629, 5.5226], [17.0684, 14.5033, 6.9266], [18.4240, 15.1598, 7.0517], [15.1747, 14.3226, 3.4710], [17.2030, 13.4470, 7.1554], [16.3319, 15.0572, 7.4996], [19.2404, 14.7000, 6.5018], [18.8125, 15.1320, 8.0819], [18.3676, 16.2458, 6.9406], [14.6695, 15.2838, 3.4969], [14.4447, 13.7045, 2.9437], [16.1373, 14.2418, 2.9784], [34.0596, 14.9288, 3.9993], [32.7544, 14.4412, 3.7418], [32.4548, 13.6609, 2.5929], [32.2866, 13.6539, 5.0484], [31.0249, 13.0072, 4.9366], [30.3480, 12.9558, 6.3096], [31.5839, 15.7744, 3.7954], [31.1090, 11.9440, 4.6791], [30.4025, 13.4201, 4.1452], [30.8476, 12.2535, 6.9737], [29.3162, 12.6161, 6.2509], [30.3878, 14.0051, 6.6212], [31.7485, 16.3978, 4.6693], [30.5603, 15.4390, 3.6846], [31.7801, 16.3879, 2.9113], [17.3160, 17.4310, 3.6427], [18.1880, 17.8615, 2.5994], [18.6330, 19.1956, 2.5054], [19.4590, 16.8974, 2.5687], [19.2009, 15.5408, 3.0339], [20.2387, 14.7345, 2.3093], [17.4548, 17.3987, 1.0343], [18.1555, 15.2343, 3.0264], [19.3616, 15.5410, 4.1156], [21.2524, 14.9761, 2.6312], [20.1423, 14.7707, 1.2251], [20.2311, 13.6626, 2.5392], [17.4650, 16.3068, 1.0253], [18.0373, 17.7590, 0.1968], [16.4131, 17.7040, 1.0643], [29.1361, 11.4224, 3.0161], [28.8059, 10.1575, 3.5697], [29.8035, 9.2236, 3.9574], [27.8357, 10.4467, 4.7837], [27.3986, 9.3021, 5.5444], [27.8714, 9.3998, 6.9970], [27.6954, 9.3707, 2.4405], [27.7248, 8.3307, 5.1460], [26.3165, 9.1997, 5.4198], [27.2140, 10.1138, 7.4832], [28.8687, 9.8371, 6.9682], [27.8455, 8.4422, 7.5053], [27.3978, 8.3638, 2.7404], [28.2878, 9.0928, 1.5602], [26.8586, 9.9831, 2.1274]], "atomic_forces_ev_per_a": [[0.5, -1.1, 0.4], [-0.1, 1.6, -1.8], [-0.1, -0.5, 0.8], [-0.2, 0.1, -0.1], [-0.3, 0.3, 0.0], [0.3, -0.7, -0.2], [0.4, -0.8, 1.2], [0.3, 0.1, 0.1], [0.0, -0.2, 0.4], [0.1, 0.5, -0.1], [-0.3, 0.0, 0.1], [0.1, 0.2, -0.2], [-0.3, 0.0, -0.3], [0.0, 0.2, 0.0], [-0.2, 0.3, -0.4], [0.2, -0.4, -0.1], [-2.4, 1.7, 0.9], [0.5, -0.3, -0.6], [1.0, -0.9, 0.3], [-0.3, 0.3, -0.3], [0.4, 0.1, 2.0], [1.1, -1.0, -0.4], [0.0, 0.2, -0.4], [-0.1, 0.0, -0.4], [0.0, -0.2, 0.0], [-0.1, 0.2, -0.7], [0.0, -0.3, -0.5], [-0.2, 0.2, 0.0], [-0.1, 0.2, 0.1], [0.0, 0.3, 0.1], [-0.1, -0.2, 0.4], [-0.6, 0.6, -0.1], [0.7, -0.5, -0.2], [0.1, 0.1, -0.1], [0.0, 0.3, 1.0], [-1.2, -0.3, 0.6], [0.3, -1.1, -0.5], [0.1, 0.0, -0.2], [-0.2, 0.1, -0.2], [0.6, 0.4, -0.1], [0.3, -0.1, -0.5], [0.3, -0.2, -0.3], [0.0, 0.4, 0.3], [0.0, 0.3, -0.2], [-0.3, 0.2, 0.1], [1.1, 0.2, 0.5], [-2.3, -1.3, -2.2], [0.6, 0.5, 0.5], [0.2, -0.2, 1.1], [-1.2, 1.3, -0.5], [0.8, -1.0, -0.1], [-0.2, 1.3, 0.3], [0.0, -0.3, 0.2], [0.5, 0.0, -0.1], [0.0, 0.2, 0.4], [0.0, 0.0, 0.1], [0.0, 0.2, -0.5], [0.0, -0.6, 0.0], [0.3, -0.4, 0.3], [0.0, 0.0, 0.1], [-0.5, -0.2, 0.3], [-0.1, 0.7, -0.9], [0.7, -0.3, 0.3], [-0.6, -0.2, -0.2], [1.3, -0.3, 0.5], [-0.2, 0.4, 0.3], [0.1, -0.1, -0.1], [-0.2, 0.0, -0.5], [-0.4, 0.3, 0.2], [0.0, -0.2, 0.0], [-0.1, -0.1, 0.0], [-0.1, 0.0, -0.2], [0.1, -0.3, 0.3], [0.0, 0.2, -0.1], [-0.2, 0.2, 0.2], [-0.2, -0.7, -0.1], [1.7, 1.8, -0.1], [-0.9, -0.3, 0.5], [-1.3, -1.1, -0.8], [1.4, 0.6, -0.6], [0.6, 0.9, 1.5], [-0.5, -0.4, -0.1], [-0.6, 0.0, 0.2], [-0.2, -0.5, 0.3], [-0.4, 0.0, -0.6], [-0.5, -0.5, 0.1], [0.0, -0.1, -0.8], [0.7, 0.4, 0.2], [0.2, -0.5, 0.4], [0.0, 0.4, -0.2], [0.5, 0.1, 0.2], [-1.4, 0.4, 0.7], [0.2, -0.4, -0.5], [0.5, 0.1, -0.2], [-1.2, -2.2, 0.5], [0.3, 1.2, -0.7], [0.4, 0.7, -0.7], [0.8, 0.3, -0.6], [0.0, 0.3, 0.2], [0.3, 0.4, 0.2], [-0.1, 0.1, -0.3], [-0.2, -0.3, 0.9], [0.0, -0.2, 0.2], [0.0, -0.3, 0.3], [0.2, -0.1, 0.0], [-0.2, 0.0, 0.3], [-0.2, -1.0, -1.1], [0.5, 0.8, 0.1], [-0.9, 0.4, 0.3], [1.0, 0.1, 1.1], [0.3, -1.6, 0.0], [-0.1, -0.7, 0.7], [0.0, 0.1, -1.0], [0.4, 0.0, -0.1], [-0.1, 0.7, -0.3], [0.1, 0.4, 0.0], [-0.6, 0.1, 0.2], [0.0, 0.0, -0.1], [-0.1, 0.3, 0.0], [0.1, 0.3, -0.3], [0.1, 0.4, 0.1], [-1.1, -0.3, -0.5], [0.4, -0.2, 0.1], [0.1, -0.1, 0.1], [-0.4, -1.5, 0.5], [-0.5, 1.0, -0.9], [0.6, -1.2, -1.0], [0.6, 0.6, -0.4], [0.0, 0.7, 0.3], [0.0, 0.0, 0.4], [0.1, -0.3, 0.2], [0.1, -0.1, 0.0], [-0.3, 0.3, 0.7], [0.1, 0.6, 0.0], [0.0, 0.2, 0.3]], "homo_lumo_gap_ev": 10.1424, "e_homo_ev": -10.17, "relative_energy_kj_mol": 234.1, "smiles": "CCOS(C)(=O)=O.CCOS(C)(=O)=O.CCOS(C)(=O)=O.CCOS(C)(=O)=O.CCOS(C)(=O)=O.CCOS(C)(=O)=O.CCOS(C)(=O)=O.CCOS(C)(=O)=O.CCOS(C)(=O)=O"}

---

2.
{"formula": "C27H75AlF4N9O19S4", "method": "wB97M-V/def2-TZVPD", "symbols": ["Al", "N", "S", "O", "O", "F", "S", "O", "O", "F", "N", "S", "O", "O", "F", "S", "O", "O", "F", "C", "O", "H", "H", "H", "N", "O", "O", "O", "C", "C", "C", "O", "C", "N", "H", "H", "H", "H", "H", "H", "H", "H", "H", "H", "H", "C", "C", "C", "O", "C", "N", "H", "H", "H", "H", "H", "H", "H", "H", "H", "H", "H", "C", "C", "C", "O", "C", "N", "H", "H", "H", "H", "H", "H", "H", "H", "H", "H", "H", "C", "C", "C", "O", "C", "N", "H", "H", "H", "H", "H", "H", "H", "H", "H", "H", "H", "C", "C", "C", "O", "C", "N", "H", "H", "H", "H", "H", "H", "H", "H", "H", "H", "H", "C", "C", "C", "O", "C", "N", "H", "H", "H", "H", "H", "H", "H", "H", "H", "H", "H", "C", "C", "O", "H", "H", "H", "H", "H", "H"], "positions_angstrom": [[-1.9257, 3.0724, 1.2304], [-0.8804, 1.1038, -0.4806], [-1.6266, -0.0995, -1.0028], [-1.7206, -1.3003, -0.2165], [-1.8893, -0.1502, -2.4182], [-3.0852, 0.4033, -0.4979], [0.5748, 0.5937, -1.2861], [0.9092, 1.3603, -2.4417], [1.0130, -0.8174, -1.2053], [1.4800, 1.3268, -0.1742], [-4.4348, 2.0541, 2.0883], [-4.7988, 1.6589, 3.4853], [-4.5414, 0.2851, 3.8808], [-5.9198, 2.4017, 4.1114], [-3.4620, 2.4463, 4.0451], [-5.8983, 1.4996, 1.4305], [-6.9312, 2.5283, 1.2241], [-6.3049, 0.1246, 1.6583], [-5.4612, 1.3579, -0.1326], [-1.0872, -0.3149, 3.3262], [-0.7099, 1.1046, 3.4239], [-1.9824, -0.5968, 3.8805], [-1.1577, -0.8246, 2.3653], [-0.4065, -0.8417, 3.9949], [2.1942, 3.7206, 2.3978], [1.3228, 3.5831, 1.5819], [2.0772, 3.4166, 3.5142], [3.2499, 4.2030, 2.0263], [-0.1989, 4.3316, -3.6754], [-1.2168, 4.5087, -2.5188], [-2.5006, 3.6350, -2.7783], [-3.2619, 3.6681, -1.5550], [-4.6532, 3.7495, -1.8417], [-0.5628, 4.0900, -1.2533], [-0.0343, 3.2761, -3.8923], [0.7955, 4.7724, -3.6055], [-0.6141, 4.7687, -4.5835], [-1.6337, 5.4974, -2.3268], [-2.2831, 2.6335, -3.1497], [-2.9343, 4.0440, -3.6908], [-5.0115, 2.9115, -2.4396], [-4.7934, 4.7387, -2.2777], [-5.1222, 3.6892, -0.8596], [-0.4579, 3.1025, -1.4375], [0.3803, 4.4372, -1.3538], [6.1778, 0.6553, 4.7107], [4.7490, 0.9069, 4.3292], [3.9042, -0.3727, 4.4900], [2.6493, -0.1384, 3.9445], [2.6339, 0.0002, 2.5132], [4.3681, 1.8934, 5.3550], [6.7825, 0.6433, 3.8039], [6.2841, -0.3427, 5.1360], [6.6294, 1.3244, 5.4431], [4.7475, 1.4060, 3.3602], [3.7768, -0.7657, 5.4986], [4.3050, -1.2494, 3.9813], [1.6834, -0.2404, 2.0371], [3.3922, -0.6783, 2.1223], [2.8386, 0.9984, 2.1261], [4.8804, 2.7448, 5.1742], [4.7464, 1.7280, 6.2767], [-1.1905, -4.2662, 2.2438], [-0.3504, -4.4883, 3.5118], [-0.9116, -5.7097, 4.2651], [0.0994, -6.1546, 5.1815], [-0.1119, -7.3393, 5.9814], [0.9494, -4.8039, 3.0058], [-0.8965, -3.3141, 1.8018], [-2.2442, -4.1774, 2.5080], [-1.1847, -5.0599, 1.4968], [-0.2599, -3.6800, 4.2375], [-1.1233, -6.5891, 3.6569], [-1.9086, -5.5673, 4.6820], [-1.0709, -7.2528, 6.4922], [0.6308, -7.4190, 6.7752], [-0.1405, -8.2192, 5.3386], [1.3099, -5.3105, 3.8018], [0.8124, -5.5841, 2.3794], [-8.1646, -2.1351, -1.4057], [-6.9441, -1.2442, -1.1923], [-5.6625, -2.0241, -1.6566], [-5.4046, -3.1281, -0.7741], [-5.0524, -2.8253, 0.5448], [-7.3669, -0.1096, -1.9972], [-9.0723, -1.6549, -1.0400], [-8.1244, -3.1449, -0.9974], [-8.2988, -2.3246, -2.4707], [-6.8409, -1.0275, -0.1291], [-4.8349, -1.3245, -1.5392], [-5.6098, -2.3819, -2.6849], [-4.7656, -1.8032, 0.7917], [-4.2074, -3.3934, 0.9339], [-5.8408, -3.2234, 1.1836], [-7.7882, -0.3221, -2.8902], [-6.5529, 0.4546, -2.1955], [4.2411, -4.7998, -2.7642], [3.4411, -3.9631, -1.7671], [4.0565, -2.8068, -0.9029], [4.4414, -1.6860, -1.6795], [4.8090, -0.6179, -0.8193], [2.2533, -3.3960, -2.4876], [4.9078, -4.2283, -3.4100], [3.7229, -5.5061, -3.4129], [4.7301, -5.5359, -2.1261], [3.0143, -4.5445, -0.9498], [4.8843, -3.2440, -0.3446], [3.2701, -2.5225, -0.2037], [4.0275, -0.5476, -0.0627], [4.8537, 0.2800, -1.4357], [5.7040, -0.7779, -0.2181], [2.6879, -2.8334, -3.2050], [1.8126, -2.7207, -1.8795], [3.7986, 3.5121, -2.0753], [3.6495, 4.9575, -1.4863], [3.7736, 6.0637, -2.5597], [5.0272, 6.0354, -3.1942], [5.3126, 7.2032, -3.9604], [2.3871, 4.8974, -0.7606], [4.8501, 3.5113, -2.3623], [3.2573, 3.4866, -3.0210], [3.4339, 2.6821, -1.4701], [4.4274, 5.2484, -0.7803], [3.7156, 7.0795, -2.1689], [2.9400, 5.9891, -3.2580], [5.7978, 6.7691, -4.8346], [6.0406, 7.7559, -3.3666], [4.4012, 7.7145, -4.2701], [2.3323, 5.8870, -0.5662], [2.3793, 4.4475, 0.1436], [-1.0622, -2.0944, -5.1220], [-0.1563, -3.3390, -5.4660], [-0.8622, -4.3336, -6.2595], [-1.5538, -1.6279, -5.9757], [-0.4332, -1.3392, -4.6506], [-1.8828, -2.3474, -4.4507], [0.0949, -3.8103, -4.5158], [0.7777, -3.0802, -5.9646], [-0.2243, -4.9366, -6.6481]], "atomic_forces_ev_per_a": [[0.2, -0.8, -0.8], [4.5, 0.3, -0.8], [-9.6, -4.1, 0.2], [2.3, -0.2, -0.5], [1.7, -0.1, 0.3], [-0.3, 1.4, 0.0], [4.3, 0.5, 1.6], [-1.0, -0.4, 0.0], [-1.9, 3.2, 0.0], [-0.1, -0.4, -0.1], [-2.3, -0.6, -5.3], [0.8, 0.5, 9.2], [-0.5, 1.6, -0.5], [2.3, -2.1, -1.7], [-0.4, -0.3, 0.4], [-3.5, 0.9, -6.0], [2.4, -1.7, 1.7], [0.9, 1.9, 1.1], [0.9, 0.2, 0.9], [1.0, 2.3, 0.9], [-1.5, -3.4, -1.1], [-1.1, 0.9, 0.1], [0.3, 0.7, -0.6], [1.0, 0.0, 0.0], [-0.5, 0.2, -1.6], [-1.7, -0.3, -1.3], [-0.2, -1.0, 4.1], [2.2, 0.9, -0.6], [-0.9, 0.3, -0.6], [-0.5, -1.0, 0.2], [1.8, 0.7, 0.5], [0.5, -0.5, -1.5], [0.2, 0.3, 1.1], [-0.8, -0.7, -0.5], [-0.1, -0.1, 0.2], [-0.1, 0.2, 0.7], [-0.2, 0.0, -0.2], [0.5, 0.4, -0.5], [0.3, -0.6, 0.8], [-1.0, 0.7, 0.4], [0.1, 0.1, -0.2], [-0.6, -0.2, -0.3], [-0.4, 0.1, -0.2], [0.3, -0.5, 0.5], [0.7, 0.3, 0.8], [1.8, -1.8, -1.1], [1.2, 0.2, 3.1], [0.1, 0.4, -1.4], [-2.2, 0.3, -1.0], [0.5, -0.4, 0.5], [-1.8, 1.5, -0.1], [0.5, 0.0, 0.1], [0.1, -0.2, 0.1], [-0.2, 0.2, -0.3], [-0.7, -0.4, 0.0], [0.0, 0.8, 0.4], [0.8, 0.1, -0.4], [-0.2, -0.4, 0.7], [0.0, -0.1, -0.3], [0.4, 0.3, 0.4], [-0.2, 0.4, -0.6], [-0.2, -1.1, 0.1], [-1.1, 1.3, 1.1], [-1.3, -1.8, -1.2], [0.1, -1.3, 0.5], [0.2, 0.2, 1.1], [-1.0, 1.1, -0.7], [1.3, -0.5, 0.7], [0.0, -0.2, -0.4], [-0.2, 0.2, 0.1], [0.7, -0.1, 0.2], [-0.3, 0.4, -0.3], [0.3, 0.1, -1.1], [0.1, 0.7, 0.9], [-0.2, -0.1, 0.0], [0.3, 0.2, -0.5], [0.2, -0.2, 0.1], [1.3, 0.1, 0.3], [0.0, 0.0, -0.7], [-0.4, -1.2, 0.3], [-2.2, -1.6, -1.5], [1.0, 0.5, 1.5], [0.0, 0.5, -1.1], [0.1, -0.3, 1.1], [2.1, 0.9, 0.5], [0.1, 0.0, 0.1], [0.3, 0.1, 0.4], [0.0, 0.2, -0.2], [0.2, 0.4, -0.3], [0.3, 0.2, 0.0], [-0.7, -0.2, 0.1], [-0.6, 0.3, -0.5], [0.5, -0.5, -0.8], [-0.5, 0.6, 0.2], [-0.1, -0.5, 0.1], [0.0, 0.7, 0.1], [0.6, -0.6, 1.2], [-2.1, 1.6, -0.2], [0.4, -1.3, -1.5], [0.5, -0.3, 0.5], [-0.9, -0.3, -0.1], [0.8, -0.5, 0.1], [0.2, 0.0, 0.4], [-1.0, 0.7, 0.0], [1.1, 0.2, -0.2], [0.1, -0.8, -0.2], [0.4, 0.3, 0.3], [-0.1, 0.1, 0.2], [-0.4, 0.6, 0.0], [0.2, 0.0, 0.2], [0.5, -0.2, -0.4], [-0.2, 0.3, -0.4], [-0.3, 0.1, 0.1], [1.2, 2.0, -0.9], [0.5, -2.2, 0.0], [-0.6, 0.2, 0.2], [-0.4, -1.0, 0.2], [0.4, -1.5, 0.1], [-0.5, 2.5, -0.8], [0.1, -1.0, 0.1], [-0.3, 0.0, 0.0], [0.4, 0.3, 0.3], [0.6, -0.6, 0.1], [-0.5, 0.1, 0.9], [-0.1, -0.2, -0.5], [0.1, 0.6, -0.2], [-0.3, 0.7, -0.3], [0.2, 0.3, 0.2], [-1.3, 0.5, 0.7], [0.7, -0.2, -0.6], [0.6, -0.9, -0.6], [-1.2, 0.0, 0.3], [-0.1, 0.8, 0.2], [0.3, -0.2, -0.4], [-0.1, 0.0, 0.1], [0.3, -0.2, 0.2], [0.2, 0.1, 0.1], [-0.1, 0.4, -0.1], [0.1, 0.1, 0.1]], "homo_lumo_gap_ev": [3.1321, 1.9031], "e_homo_ev": [-8.80, -7.94], "multiplicity": 2}

---

Taking the records one at a time from the top gives E values of -6686.927498, -5229.858679 Ha.